C31H41ClGdN13O6 as an isolated structure. Source: the Open Molecules 2025 dataset; level of theory: ωB97M-V with the def2-TZVPD basis set.

Geometry as XYZ:
```
93
Properties=species:S:1:pos:R:3:forces:R:3
Gd 0.742674 0.039351 -0.658654 0.43 -0.69 0.21
C -2.965566 3.809217 -0.589395 -0.05 -0.06 0.02
C -2.236400 2.545756 -0.948846 -0.16 0.07 0.05
N -0.946878 2.415210 -0.913404 0.15 0.07 -0.04
C -0.165676 3.612022 -0.588967 -0.05 -0.07 0.03
C 1.287553 3.254832 -0.322768 -0.08 -0.07 0.02
N 1.311642 2.110020 0.609158 0.21 0.47 0.22
C 2.556922 1.890765 1.373373 -0.12 -0.13 0.12
C 2.295328 0.749500 2.349986 0.00 -0.02 -0.04
N 1.927593 -0.460521 1.600739 -0.14 0.00 0.21
C 1.236231 -1.498019 2.390873 0.03 0.02 -0.05
C 0.725054 -2.604876 1.470093 0.07 0.04 -0.03
N -0.196632 -2.002134 0.514863 0.14 0.29 0.13
C -1.353526 -2.506846 0.236529 -0.11 -0.07 -0.09
C -1.843602 -3.824809 0.759520 -0.03 0.00 -0.01
C -2.246978 -1.627892 -0.497670 0.10 -0.15 -0.04
C -3.621135 -1.604455 -0.494501 -0.19 0.10 0.05
C -4.494826 -0.482510 -0.601710 0.00 -0.09 -0.01
C -4.187488 0.875404 -0.758711 0.02 0.04 0.07
C -3.012815 1.379027 -1.313316 0.02 -0.03 -0.05
N -2.200734 0.330044 -1.842636 -0.03 0.13 -0.18
H -2.756464 4.108692 0.440458 0.00 -0.02 -0.03
H -4.041415 3.692433 -0.699857 0.03 0.02 -0.01
H -2.641899 4.626492 -1.236385 -0.01 -0.01 0.00
H -0.567393 4.109561 0.302914 0.00 0.01 0.00
H -0.209461 4.342151 -1.400320 -0.02 0.01 -0.03
H 1.805955 4.121981 0.091107 0.06 0.03 0.01
H 1.776292 2.980544 -1.257372 0.10 -0.02 0.01
H 0.604940 2.312579 1.311925 -0.12 -0.20 -0.03
H 2.849230 2.786811 1.925140 0.07 0.07 -0.05
H 3.375736 1.632729 0.696801 0.01 0.01 -0.06
H 1.464279 1.023456 3.006869 -0.01 0.00 0.02
H 3.175150 0.590751 2.977386 0.00 -0.01 0.05
H 2.801865 -0.888235 1.290006 0.05 0.01 -0.18
H 0.391471 -1.037822 2.906832 -0.01 0.03 0.02
H 1.897117 -1.931632 3.146484 0.02 0.01 0.03
H 0.265994 -3.384080 2.079620 -0.05 -0.02 -0.03
H 1.565666 -3.042873 0.927963 0.02 -0.03 0.00
H -1.098208 -4.601308 0.588393 -0.01 0.02 0.01
H -2.770985 -4.127781 0.280967 0.02 -0.01 0.00
H -2.018280 -3.766557 1.837292 -0.01 -0.01 -0.01
H -4.119647 -2.534495 -0.243566 0.02 0.02 0.00
H -5.525473 -0.700458 -0.351977 0.03 -0.01 -0.03
H -4.932429 1.584051 -0.405087 0.05 -0.04 -0.01
C -1.260086 -3.314204 -5.229994 0.05 0.03 -0.01
N -0.211909 -2.639157 -4.461276 -0.03 -0.04 -0.07
C 1.168424 -3.110985 -4.559683 -0.06 -0.02 0.02
C -0.472560 -1.629465 -3.610164 -0.16 -0.19 0.05
N 0.355704 -1.117831 -2.776511 0.19 0.02 -0.07
N -1.777870 -1.124235 -3.714240 0.09 -0.01 0.05
C -2.356913 -0.048156 -3.101118 0.22 -0.14 0.11
N -3.214971 0.628820 -3.856092 -0.14 0.12 0.01
N -1.571569 -0.407703 -0.811771 -0.36 0.15 0.11
H -1.605475 -2.715471 -6.079648 0.03 0.01 0.02
H -2.106762 -3.581668 -4.597028 0.02 -0.01 0.01
H -0.853095 -4.233799 -5.636931 0.01 -0.01 0.02
H 1.254598 -3.761324 -5.423381 0.00 0.00 -0.03
H 1.471732 -3.671618 -3.672013 -0.02 0.01 0.01
H 1.848244 -2.268382 -4.701763 0.00 0.00 -0.01
H 1.231488 -1.629319 -2.768375 0.16 -0.08 0.00
H -2.242954 -1.378347 -4.570666 -0.09 -0.03 0.00
H -3.277913 0.480458 -4.848308 0.07 0.03 -0.02
H -3.773824 1.348863 -3.422635 -0.04 -0.01 -0.01
H -1.667920 0.203404 0.023710 -0.08 0.11 -0.07
Cl -3.210276 -1.733504 4.698274 -0.01 -0.02 0.02
C -2.538035 -0.316933 3.991088 -0.01 -0.01 0.02
C -2.267090 0.808422 4.747462 0.00 0.05 0.08
C -1.738094 1.910883 4.095176 0.01 0.04 0.06
C -1.489553 1.830768 2.737002 -0.03 0.02 -0.19
N -1.719605 0.735288 2.004433 -0.13 -0.04 0.09
C -2.257961 -0.311538 2.634319 0.08 0.00 -0.08
H -2.474337 0.824645 5.810005 0.00 -0.01 -0.04
H -1.526598 2.823866 4.636196 -0.01 -0.03 -0.03
H -1.115611 2.700776 2.203962 -0.02 -0.04 0.03
H -2.481356 -1.193821 2.047642 0.03 0.07 0.02
O 4.448510 -1.300028 0.267930 -0.10 -0.07 -0.11
C 3.809327 -1.232065 -0.762416 0.00 0.01 -0.27
O 2.535659 -1.471768 -0.915411 0.04 0.02 0.19
C 4.313877 -0.698320 -2.099780 -0.14 -0.05 0.07
C 5.040740 -1.348339 -3.079743 0.12 -0.10 0.01
C 4.945065 -0.877952 -4.386248 0.20 0.06 0.04
C 4.091895 0.135183 -4.773358 -0.01 0.07 -0.25
C 3.386995 0.755229 -3.760365 0.01 0.10 0.00
C 3.578780 0.418043 -2.448582 -0.04 0.13 0.02
N 2.238808 1.625981 -4.041088 0.04 -0.10 -0.04
O 2.139699 2.153890 -5.114643 0.04 0.00 0.03
O 1.388613 1.687471 -3.148097 -0.06 0.31 -0.07
N 5.698477 -1.588364 -5.453284 -0.53 -0.50 -0.14
O 6.382693 -2.524368 -5.108596 0.17 0.21 0.05
O 5.485994 -1.243648 -6.595715 0.19 0.17 0.12
H 5.632782 -2.229251 -2.870384 -0.01 0.01 -0.02
H 3.966958 0.392577 -5.815964 0.00 0.00 0.02
H 3.074613 0.976918 -1.674084 -0.10 0.06 -0.03
```
Positions in Å, forces in eV/Å.

Computed properties:
spin multiplicity = 8
net charge = +2
E_LUMO (spin up / spin down) = -5.6 / -8.0 eV
molar mass = 884.46 u
E_HOMO (spin up / spin down) = -12.48 / -12.17 eV
ΔE to the lowest compared entry with this formula, charge and spin = 0.00 kJ/mol
total energy = -3594.3903 Eh
expectation value of S² = 16.053
frontier orbital gap (spin up / spin down) = 0.25260 / 0.15215 Ha